1.
ORCA calculation (ωB97M-V/def2-TZVPD) on a cluster of 40 separate species, H80O40 in total.

Geometry as XYZ:
```
120
Properties=species:S:1:pos:R:3:forces:R:3:lowdin_charge:R:1
H -0.450 2.200 -2.280 0.947 -0.577 0.543 0.010
H -1.740 2.795 -2.238 -0.518 0.429 0.537 0.003
O -1.146 2.314 -1.636 -1.945 1.018 -0.973 -0.087
H 0.056 -1.502 -3.288 -0.198 0.098 -0.173 0.027
H 1.349 -2.215 -2.770 0.481 0.114 0.365 0.012
O 0.520 -2.334 -3.236 -0.542 -0.400 -0.193 -0.014
H 5.424 -1.749 0.684 -0.910 -0.647 -0.029 0.026
H 6.702 -1.149 0.780 0.891 0.295 0.335 0.050
O 6.154 -1.744 1.300 0.645 -0.040 -0.833 -0.039
H 0.236 0.105 5.174 0.588 1.149 0.581 0.000
H 0.271 1.733 5.736 0.083 -2.072 -0.774 0.085
O -0.208 0.957 5.328 -0.742 1.189 0.306 -0.074
H -2.213 -1.609 5.360 -0.112 0.409 0.953 0.016
H -2.050 -2.271 4.111 -0.151 -0.661 -0.269 0.025
O -2.473 -2.439 4.966 0.374 0.341 -0.727 -0.047
H -1.679 0.312 -0.131 -0.027 0.394 -0.730 0.011
O -2.619 0.314 0.076 0.336 0.687 -1.234 -0.082
H 2.494 1.292 0.421 0.830 -0.519 0.311 0.056
O 3.284 1.883 0.466 -2.984 0.966 0.325 -0.100
H 5.069 -0.496 2.044 0.015 0.077 0.149 0.000
H 4.824 -1.101 3.391 0.087 -0.240 0.354 0.053
O 4.370 -0.623 2.702 -0.912 0.732 0.045 -0.050
H 5.173 1.683 0.506 0.320 -0.804 -0.579 0.042
H 5.341 0.433 -0.462 0.071 0.729 -0.050 0.001
O 5.795 1.006 0.167 0.600 -0.070 0.718 -0.060
H -1.514 2.233 -3.954 -0.115 0.191 -0.794 0.005
H -0.381 2.314 -4.924 0.655 -0.157 -0.377 0.029
O -1.331 2.236 -4.914 -0.110 -0.226 0.759 -0.035
H -1.415 -4.580 -2.441 -1.310 -1.627 -0.679 -0.002
H -1.082 -5.498 -3.527 -1.623 0.307 0.023 0.064
O -1.934 -5.156 -3.104 3.321 0.630 0.160 -0.124
H 2.458 -5.425 -0.594 0.764 -0.568 0.667 0.019
O 2.550 -4.917 -1.383 -1.821 0.764 -0.834 -0.019
H -4.656 3.636 -0.196 0.581 -1.301 -0.690 0.087
H -4.978 2.168 -0.141 -0.360 -0.519 0.286 0.020
O -4.405 2.768 -0.612 -0.370 1.536 -1.136 -0.099
H -3.835 2.138 1.660 -0.711 -0.058 0.183 0.028
H -5.016 1.487 2.305 -0.087 -0.037 0.201 0.053
O -4.814 2.151 1.644 0.004 0.137 0.749 -0.078
H 1.211 -2.784 4.918 -0.142 0.803 -0.022 0.088
H 0.733 -2.091 6.170 -0.068 0.404 -0.560 0.090
O 0.884 -1.908 5.222 0.391 -1.436 0.877 -0.058
H 0.125 -5.482 2.351 0.536 0.000 0.805 0.043
H -0.012 -5.868 0.988 1.945 -0.327 0.663 0.090
O 0.729 -5.833 1.684 -2.578 0.430 -1.601 -0.076
H -3.282 -4.104 -2.782 -0.718 -0.660 -0.387 -0.037
H -4.684 -3.780 -3.354 -0.072 0.087 -0.791 0.025
O -4.223 -4.038 -2.570 -0.541 -0.022 1.561 -0.067
H 2.677 5.742 -1.074 0.344 -0.101 0.134 0.031
H 1.693 6.122 -0.045 -0.678 0.213 0.381 0.020
O 2.578 5.779 -0.115 0.354 -0.138 -0.513 -0.043
H -1.452 -1.199 0.659 -0.536 -0.744 -0.216 0.020
O -0.594 -1.581 0.430 0.324 1.325 0.998 -0.074
H -2.385 3.054 4.400 -0.282 0.155 0.321 0.052
H -1.220 2.470 3.639 -0.635 0.154 0.422 0.015
O -1.937 3.133 3.560 0.617 -0.306 -0.054 -0.050
H -3.420 -0.266 1.964 0.043 0.046 -0.466 0.056
O -2.987 0.496 2.370 -0.021 -0.530 0.991 -0.073
H -2.658 4.536 0.983 0.241 -1.628 -0.613 0.095
H -2.452 3.299 -0.218 -0.146 -1.230 1.076 -0.014
O -2.520 4.190 0.079 0.807 3.611 -0.096 -0.053
H 0.898 -4.604 -3.083 0.374 -0.067 0.729 -0.018
H 0.634 -4.181 -4.477 0.079 -0.407 0.055 0.045
O 0.836 -4.977 -3.958 -0.280 0.127 -0.814 -0.059
H 2.829 1.946 4.118 -0.210 0.699 1.766 -0.010
H 2.808 1.602 5.657 0.074 -0.303 0.103 0.002
O 2.973 2.322 5.051 0.077 0.088 -0.839 -0.106
H 3.109 -1.343 -2.644 0.283 -1.288 0.293 0.062
H 3.809 -1.694 -1.443 -0.866 -0.871 -0.465 0.046
O 3.246 -2.174 -2.108 0.571 2.014 -0.315 -0.103
H 2.154 -1.675 1.189 -0.013 -0.461 0.655 0.032
H 1.881 -2.247 -0.270 0.074 -0.574 0.053 0.019
O 2.070 -1.479 0.264 0.488 1.358 -0.426 -0.031
H -0.885 -3.099 -1.460 -0.490 -0.009 -0.124 0.031
H -0.230 -3.762 -0.406 -0.398 -0.683 0.166 0.048
O -0.960 -3.966 -1.023 1.196 1.310 0.610 -0.054
H 3.891 -4.597 2.010 0.512 -0.080 0.590 0.030
H 2.456 -4.605 2.264 0.835 -0.517 1.222 0.016
O 3.309 -4.706 2.779 -1.367 0.582 -1.801 -0.085
H -3.422 3.420 -3.951 -0.552 -0.033 0.537 0.033
H -3.210 3.754 -2.371 -1.224 -0.092 -0.084 0.021
O -2.873 3.832 -3.263 0.949 0.394 -0.292 -0.060
H 3.691 0.745 -0.669 1.001 -0.306 -2.251 0.028
H 2.864 0.724 -1.808 0.582 -0.274 -0.943 0.044
O 3.810 0.485 -1.662 -1.824 0.560 2.056 -0.116
H -4.113 1.655 -5.651 0.323 -0.035 0.413 0.074
H -3.453 1.540 -4.243 0.662 -0.791 -0.042 0.010
O -4.184 1.905 -4.719 -1.180 0.544 -0.463 -0.033
H 3.005 0.804 2.776 0.152 -0.314 -0.465 0.037
O 2.170 1.294 2.854 -0.022 -0.141 0.174 -0.059
H 0.571 -1.068 3.693 -0.081 0.450 -0.399 -0.001
H 0.361 0.379 3.063 0.391 0.017 -0.010 -0.001
O 0.224 -0.569 2.936 -0.500 -1.050 -0.187 -0.082
H -0.066 -1.118 1.139 -0.023 -0.886 -0.552 0.022
H -2.922 1.223 -0.124 0.136 -0.706 -0.112 0.033
H -2.798 0.206 3.253 0.218 -0.039 0.933 0.051
H 2.641 2.658 0.371 1.447 0.023 -0.426 0.088
H 3.420 -4.683 -1.673 0.805 -0.147 0.334 0.032
H 2.114 1.913 2.122 0.183 -0.082 0.207 0.042
O 1.143 4.027 -3.784 1.055 -1.400 -0.241 -0.029
H 1.334 4.826 -3.311 -0.359 0.635 0.256 0.017
H 0.292 4.102 -4.194 -0.761 0.613 -0.007 0.009
O 0.955 2.866 -0.342 0.051 0.909 -0.224 -0.067
H 0.069 3.094 -0.027 0.178 -0.440 0.381 0.032
H 0.872 3.233 -1.239 0.569 -0.132 0.163 0.043
O -0.387 1.748 1.844 1.808 -1.898 -1.069 -0.037
H -1.026 1.064 1.549 -0.535 1.567 0.877 0.045
H -0.639 2.583 2.183 -1.410 0.792 -0.302 0.015
O 0.443 0.624 -1.880 1.572 -0.122 1.121 -0.032
H 0.315 -0.008 -2.563 -0.087 -0.933 -0.258 0.017
H 0.504 0.191 -0.996 -0.155 -0.085 -1.026 0.064
O -0.765 5.211 -2.106 -0.349 0.170 1.296 -0.072
H -1.365 5.045 -1.336 0.682 -0.027 -0.460 0.024
H -1.330 5.739 -2.667 -0.187 0.173 -0.489 0.040
O -4.657 -1.389 0.077 -0.655 -0.305 -1.970 -0.081
H -4.398 -1.697 -0.846 -0.226 0.280 1.885 0.056
H -5.515 -0.960 -0.110 0.514 -0.327 0.343 0.050
O -2.828 -2.091 -3.608 0.459 2.368 -2.590 -0.037
H -3.580 -1.715 -3.156 0.431 -0.971 0.950 0.037
H -2.247 -2.761 -3.296 -0.212 -0.652 1.087 -0.019
```
Positions in Å, forces in eV/Å.

Spin multiplicity ... 1
Net charge ... 0
Orbital gap ... 9.763 eV

---

2.
ORCA calculation (ωB97M-V/def2-TZVPD) on an isolated molecule of C5H5N3O2.

Geometry as XYZ:
```
15
Properties=species:S:1:pos:R:3:forces:R:3:lowdin_charge:R:1
N 2.319 -1.335 -0.411 0.595 0.125 1.031 0.122
N 1.298 -0.365 -0.276 -0.240 -2.070 0.269 -0.212
C 0.059 -0.813 -0.024 -2.143 0.588 0.162 0.069
C -1.092 0.069 0.092 2.648 1.772 -0.568 -0.003
C -2.539 -0.401 0.373 -3.596 -1.822 0.948 -0.676
O -3.374 0.505 0.559 1.650 1.083 -0.429 -0.021
O -2.880 -1.630 0.449 2.949 1.321 -0.654 -0.055
C -0.702 1.473 -0.052 1.027 -2.684 -0.022 0.077
C 0.708 1.719 -0.280 -0.577 1.851 -0.048 -0.071
N 1.738 0.860 -0.423 -2.763 0.580 0.518 0.131
H 1.978 -2.237 -0.060 -0.209 0.404 -0.357 0.104
H 3.013 -1.046 0.296 -0.005 -0.106 -0.682 0.116
H -0.115 -1.909 0.103 0.319 1.053 -0.183 0.158
H -1.420 2.315 0.008 0.497 -0.865 0.021 0.133
H 1.009 2.796 -0.354 -0.153 -1.229 -0.006 0.127
```
Positions in Å, forces in eV/Å.

Spin multiplicity ... 1
Net charge ... 0
Orbital gap ... 6.522 eV

---

3.
ORCA calculation (ωB97M-V/def2-TZVPD) on a structure of composition F3HN2.

Geometry as XYZ:
```
6
Properties=species:S:1:pos:R:3:forces:R:3:lowdin_charge:R:1
N -0.641 0.544 0.236 2.275 -1.117 -2.039 -0.027
N -1.320 0.431 1.371 -1.066 -2.406 -1.084 -0.042
F -1.500 0.551 -0.826 -1.190 0.104 -0.315 -0.032
F -0.531 0.944 2.283 1.117 0.229 1.720 0.037
F -1.387 -1.106 1.863 0.439 2.102 -0.828 -0.159
H 0.133 -0.097 -0.227 -1.575 1.088 2.546 0.222
```
Positions in Å, forces in eV/Å.

Spin multiplicity ... 1
Net charge ... 0
Orbital gap ... 11.651 eV

---

4.
ORCA calculation (ωB97M-V/def2-TZVPD) on a structure of composition C18H27N2O6P2Ru.

Geometry as XYZ:
```
56
Properties=species:S:1:pos:R:3:forces:R:3:mulliken_spin:R:1
Ru 0.740 1.007 -0.048 1.026 0.346 2.673 2.622
P -0.880 0.712 -1.545 -1.860 0.695 -2.942 0.021
C 0.215 0.250 -2.943 0.372 -0.607 0.740 0.475
C 1.573 0.010 -2.693 1.835 -0.845 0.575 -0.002
N 1.952 0.008 -1.348 0.123 -0.472 -1.089 0.123
C 3.092 -0.519 -0.863 -0.641 1.510 -0.763 -0.098
C 4.175 -0.583 -1.753 -0.135 -0.559 -0.345 0.202
C 3.910 -0.562 -3.154 0.262 0.334 0.535 -0.073
C 2.606 -0.385 -3.629 -0.778 -0.206 0.220 0.235
C 3.069 -0.754 0.647 1.328 0.492 -0.908 0.055
P 1.393 -1.080 1.223 0.088 -1.515 1.146 0.089
H 2.318 -0.614 -4.675 0.415 0.487 0.720 0.001
H 5.178 -0.667 -1.323 -0.290 -0.294 -0.488 0.007
H 4.762 -0.675 -3.855 -0.792 -0.071 0.510 0.001
H 3.738 -1.582 0.866 0.249 0.099 0.299 0.000
H 3.397 0.168 1.137 0.291 -0.161 0.136 0.068
H -0.120 -4.079 -2.345 -0.027 -0.547 -1.455 0.000
H -0.123 -0.088 -3.889 -0.634 0.149 -0.885 0.006
H -2.131 -3.587 1.322 -0.325 -0.363 -0.065 0.000
O -0.317 -4.412 -3.263 -0.674 0.555 1.935 0.000
H -1.249 -4.691 -3.138 0.677 0.015 -0.466 0.000
H -0.185 -0.053 0.435 -1.246 -1.296 0.606 0.014
O -3.066 -3.334 1.291 0.733 0.146 -0.062 0.000
H -3.008 -2.429 1.606 -0.365 0.282 0.115 0.000
C 1.405 -2.937 0.981 -0.429 -0.566 -0.515 0.039
H 2.400 -3.381 1.156 -0.092 0.654 0.085 0.004
H 0.753 -3.501 1.669 -0.080 0.625 -0.231 -0.001
H 1.153 -3.249 -0.040 -0.105 0.240 0.147 -0.007
C 1.431 -1.073 3.060 0.125 0.499 0.085 0.004
H 0.443 -1.352 3.451 0.206 0.078 -0.285 0.002
H 2.178 -1.751 3.503 -0.187 0.185 -0.430 0.007
H 1.644 -0.053 3.393 -0.029 -0.106 0.085 -0.004
C -1.133 2.483 -1.988 -0.025 -0.478 0.240 0.098
H -1.472 2.558 -3.018 0.044 0.133 -0.085 0.007
H -1.846 2.958 -1.320 -0.073 0.003 0.075 0.003
H -0.157 2.942 -1.851 0.016 0.380 -0.232 -0.025
C -2.590 0.049 -1.690 -0.698 -0.726 -0.054 0.052
H -3.173 0.396 -0.819 0.469 -0.015 -0.122 0.000
H -3.190 0.365 -2.568 0.817 0.139 0.210 0.012
H -2.665 -1.052 -1.673 0.371 0.402 0.104 -0.005
O -0.509 2.174 1.197 -1.010 -0.198 0.937 0.030
C -1.418 1.613 1.943 0.938 -0.707 -0.717 0.109
O -1.654 0.390 2.049 0.061 1.968 0.033 0.096
C -2.286 2.591 2.734 0.843 1.519 -0.984 0.176
C -3.239 2.009 3.591 -0.999 -0.534 0.892 0.148
C -4.126 2.791 4.322 -0.486 1.252 0.411 0.033
C -4.062 4.184 4.192 -0.089 -2.977 0.214 0.236
C -3.122 4.790 3.336 0.737 0.391 -0.584 0.172
C -2.232 3.999 2.613 0.365 -1.261 -0.259 0.037
N -4.969 4.986 4.937 -3.143 2.212 2.574 -0.016
O -5.804 4.444 5.695 2.128 0.498 -1.866 -0.152
O -4.903 6.229 4.804 0.524 -2.090 -0.324 0.210
H -3.287 0.923 3.678 0.131 0.248 -0.096 -0.012
H -4.857 2.337 4.987 0.124 0.192 -0.128 0.004
H -3.127 5.873 3.280 0.107 -0.020 -0.090 -0.013
H -1.494 4.450 1.952 -0.196 -0.112 0.167 0.007
```
Positions in Å, forces in eV/Å.

Expectation value of S² ... 8.87
Spin multiplicity ... 6
Net charge ... +2
Orbital gap (alpha / beta) ... 5.152 / 3.782 eV

---

5.
ORCA calculation (ωB97M-V/def2-TZVPD) on a structure of composition C24H27CrO4PSSe2.

Geometry as XYZ:
```
60
Properties=species:S:1:pos:R:3:forces:R:3:mulliken_spin:R:1
Cr 1.294 0.678 -0.542 -0.156 -0.268 -0.207 3.225
Se 1.077 -1.814 -0.348 -0.091 -0.114 0.097 -0.070
P -0.293 -1.252 1.257 0.048 0.143 -0.088 0.000
Se -0.267 0.946 1.310 -0.017 -0.018 0.112 -0.126
C 0.324 -1.890 2.835 0.020 0.002 -0.042 0.011
C 0.651 -3.243 2.909 0.035 -0.027 0.013 -0.003
C 1.102 -3.781 4.102 0.003 -0.005 -0.010 -0.002
C 1.232 -2.973 5.225 -0.002 0.015 0.000 0.000
C 0.910 -1.626 5.152 0.008 -0.017 0.005 -0.001
C 0.456 -1.081 3.958 -0.043 0.011 0.020 -0.001
C -1.950 -1.916 1.033 0.091 0.002 -0.063 0.012
C -3.071 -1.160 1.349 0.007 0.021 0.081 0.000
C -4.331 -1.718 1.213 -0.006 -0.015 -0.011 -0.001
C -4.469 -3.020 0.754 0.001 0.011 0.004 0.001
C -3.347 -3.769 0.426 0.005 0.000 0.007 -0.001
C -2.084 -3.217 0.561 -0.021 -0.028 -0.038 -0.002
H 0.568 -3.878 2.035 -0.006 0.012 -0.005 0.001
H 1.354 -4.832 4.156 0.002 -0.002 0.002 0.000
H 1.585 -3.396 6.156 0.001 0.001 0.002 0.000
H 1.006 -0.995 6.026 0.001 -0.003 0.004 0.000
H 0.205 -0.030 3.908 0.008 -0.001 -0.014 0.002
H -2.964 -0.136 1.685 0.002 0.003 -0.008 0.001
H -5.207 -1.131 1.457 -0.004 0.000 -0.003 0.000
H -5.455 -3.451 0.641 -0.003 0.001 0.004 0.000
H -3.456 -4.779 0.055 -0.001 0.000 -0.003 0.000
H -1.213 -3.793 0.272 0.001 0.013 -0.001 0.000
C 4.823 1.622 1.680 -0.015 -0.004 -0.032 0.000
C 3.935 0.455 1.387 -0.031 -0.235 0.156 0.007
C 4.203 -0.886 1.990 -0.030 0.017 0.042 0.005
O 2.944 0.608 0.686 0.019 0.383 -0.302 -0.041
H 5.789 1.325 2.075 0.009 -0.009 -0.017 0.000
H 4.314 2.235 2.430 0.010 -0.007 0.013 0.001
H 4.940 2.229 0.783 -0.012 0.018 0.010 0.000
H 5.170 -0.947 2.480 0.008 0.007 -0.001 0.000
H 4.108 -1.650 1.219 -0.015 -0.005 0.004 0.000
H 3.410 -1.084 2.719 0.003 -0.011 0.011 -0.001
C 1.830 5.210 -0.903 -0.075 -0.022 0.013 0.001
S 0.840 3.791 -0.415 -0.009 -0.021 -0.136 0.000
C -0.495 3.891 -1.601 0.026 0.002 0.065 0.003
O 1.701 2.608 -0.878 0.111 0.120 0.154 0.030
H 1.552 5.557 -1.895 0.017 -0.030 -0.021 0.000
H 2.861 4.862 -0.902 0.005 0.004 0.051 -0.001
H 1.701 5.998 -0.165 -0.033 0.017 -0.017 0.000
H -1.159 4.699 -1.294 0.025 0.038 -0.013 0.000
H -1.018 2.938 -1.550 -0.045 0.032 0.031 0.002
H -0.099 4.053 -2.601 0.019 -0.036 -0.002 0.000
O -1.690 -0.255 -1.469 0.015 0.079 -0.082 0.003
C -1.004 0.303 -2.303 -0.177 -0.263 0.170 -0.015
O 0.204 0.770 -2.055 0.285 0.160 0.097 -0.040
C -1.485 0.551 -3.695 -0.001 0.034 -0.059 -0.008
C -2.768 0.134 -4.037 0.001 -0.001 0.007 -0.001
C -3.252 0.363 -5.315 0.005 -0.001 -0.007 0.000
C -2.457 1.006 -6.254 0.003 -0.008 0.006 0.001
C -1.175 1.419 -5.917 0.001 0.006 -0.020 0.000
C -0.689 1.193 -4.639 0.010 -0.018 0.019 0.006
H -3.368 -0.368 -3.290 0.000 0.001 0.004 0.000
H -4.248 0.036 -5.581 -0.004 0.002 0.000 0.000
H -2.834 1.181 -7.253 -0.003 0.001 -0.002 0.000
H -0.553 1.910 -6.654 -0.002 0.005 -0.001 0.000
H 0.313 1.501 -4.368 -0.005 0.006 -0.002 0.000
```
Positions in Å, forces in eV/Å.

Expectation value of S² ... 3.85
Spin multiplicity ... 4
Net charge ... +1
Orbital gap (alpha / beta) ... 7.087 / 8.279 eV